87
Properties=species:S:1:pos:R:3 method="wB97M-V/def2-TZVPD" energy_ev=-78595.4543 multiplicity=1 total_charge=+1 de_lowest_kj_mol=71.1 homo_ev=-11.21 orbital_gap_ev=7.08
Te -2.630 0.598 -1.320
Pd -0.952 -0.708 0.333
Si -1.709 -2.857 -0.265
Si 2.164 -0.289 -0.167
Si -0.960 -1.039 2.644
O 0.827 -1.254 -0.002
C -2.007 0.216 3.489
C 0.481 3.274 1.302
C 2.307 -1.009 -4.233
C -2.156 -3.217 3.876
C 0.692 1.943 0.960
C -5.737 3.551 -0.922
C -3.307 3.056 0.345
C 5.454 -2.056 1.640
C 5.553 -1.383 2.849
C -0.353 1.963 -4.708
C 4.532 -0.379 -3.581
C 4.110 -0.250 -2.265
C 1.745 1.528 0.145
C 0.403 3.023 -4.231
C 3.631 -0.760 -4.566
C -3.321 -2.799 -1.163
C -1.825 -2.678 2.625
C 3.538 -0.700 1.016
C -5.286 4.397 0.080
C 4.656 -0.368 3.150
C -2.741 -4.652 1.587
C 0.335 3.386 -2.893
C 4.458 -1.717 0.736
C 2.592 2.530 -0.337
C -3.068 -5.173 2.828
C -4.074 4.152 0.713
C -3.762 2.220 -0.668
C -0.503 2.702 -2.024
C -0.536 -4.059 -0.990
C 2.396 3.865 -0.014
C -1.188 1.264 -3.848
C -1.261 1.646 -2.513
C -4.977 2.452 -1.303
C 1.889 -0.875 -2.917
C -2.772 -4.454 3.978
C 3.663 -0.032 2.240
C -2.118 -3.402 1.466
C 1.347 4.241 0.816
C 2.778 -0.491 -1.907
C 0.658 -1.311 3.457
H 5.567 -0.190 -3.837
H -3.016 -4.859 4.952
H 4.734 0.165 4.090
H 0.003 1.211 1.381
H 0.426 -1.689 4.457
H 2.985 0.779 2.480
H -5.882 5.250 0.372
H -1.780 0.436 -4.220
H 1.606 -1.315 -5.000
H 1.270 -0.416 3.557
H -5.327 1.793 -2.087
H -2.981 -5.236 0.704
H 0.854 -1.081 -2.663
H -0.551 2.994 -0.983
H 0.933 4.206 -2.517
H 0.394 -4.101 -0.422
H -2.364 2.859 0.841
H 1.217 5.279 1.096
H -2.986 0.323 3.018
H -4.023 -2.108 -0.697
H 4.830 0.036 -1.506
H -0.284 -3.855 -2.033
H 4.393 -2.258 -0.203
H 1.047 3.572 -4.907
H -1.543 1.203 3.549
H -1.043 -5.026 -0.932
H -1.926 -2.676 4.789
H -3.723 4.816 1.492
H 3.419 2.261 -0.986
H -3.550 -6.140 2.900
H 6.331 -1.646 3.555
H -2.148 -0.162 4.507
H -3.236 -2.536 -2.220
H -6.680 3.745 -1.415
H -3.729 -3.812 -1.094
H 3.964 -0.869 -5.591
H 6.154 -2.847 1.402
H -0.336 3.553 1.957
H 1.243 -2.057 2.918
H 3.072 4.618 -0.400
H -0.301 1.681 -5.752

---

131
Properties=species:S:1:pos:R:3 method="wB97M-V/def2-TZVPD" energy_ev=-718423.1317 multiplicity=1 homo_ev=-9.27 orbital_gap_ev=8.83
Br -2.903 -1.474 2.902
Br -2.452 -2.510 -0.164
Cl 3.229 0.799 -3.833
Cl 0.761 -2.009 -5.160
Cl 4.767 2.025 -12.950
Cl 3.247 -5.124 -6.968
Cl -6.602 5.818 2.463
Cl 3.025 -5.605 3.600
Cl 2.150 0.080 -12.886
Cl -6.343 -6.115 7.575
Cl 2.044 10.035 2.881
Cl 0.641 -9.405 -3.161
Cl 0.269 -1.351 -7.940
Cl -10.125 -9.933 1.431
Cl -8.789 -4.598 7.962
Cl 7.006 0.202 -13.244
Cl -2.594 7.855 4.261
Cl 2.345 -6.671 -4.686
Cl 2.344 0.333 -10.002
Cl -1.250 -10.841 -4.832
Cl 3.018 -3.872 -4.337
Cl 5.400 0.915 -15.556
Cl -7.000 -5.767 3.337
Cl -6.422 8.076 4.283
Cl 5.297 -6.449 2.004
Cl -4.194 5.635 5.222
Cl -1.393 5.834 5.971
Cl -6.166 -4.090 1.119
Cl -0.200 0.769 -11.326
Cl 2.729 -7.762 1.679
Cl -0.976 -7.963 -5.095
Cl -3.992 10.955 8.078
Cl -8.854 6.493 4.167
Cl -11.810 -7.883 2.609
Cl 5.497 -0.990 -4.072
Cl 2.342 8.881 0.233
Cl -6.211 -3.305 8.300
Cl 3.895 -0.311 -6.417
Cl -4.351 8.079 8.245
Cl -6.286 -2.989 3.802
Cl -0.238 -4.041 -6.967
Cl 1.385 7.242 2.430
Cl -9.001 -8.044 3.328
Cl -2.451 9.410 9.992
O 1.845 2.440 1.706
O 6.241 -0.855 2.561
O -0.273 3.446 -2.138
O -2.861 0.487 0.435
O 2.239 4.577 1.047
C 1.079 -1.161 -0.744
C 3.822 -6.974 2.817
C -5.957 -4.432 2.836
C -1.798 1.063 0.394
C 1.553 0.930 -11.462
C -1.082 -1.306 2.224
C -0.110 -0.818 -0.103
C 5.145 -1.962 0.712
C -0.845 3.319 0.200
C 1.793 -0.286 -1.531
C -7.490 7.128 3.244
C 2.442 8.576 1.972
C 2.409 3.223 0.977
C -0.172 -2.065 3.219
C -2.135 2.804 2.178
C 1.363 1.027 -1.691
C 0.205 1.371 -1.036
C -3.994 9.555 9.150
C 0.273 5.556 -0.113
C 6.053 0.034 3.649
C -1.129 4.943 1.921
C 4.962 -1.258 2.050
C 3.392 -5.360 -5.223
C -0.302 2.795 -1.111
C -0.922 -9.330 -3.981
C 0.783 -2.609 -6.813
C -10.187 -8.278 2.042
C 4.544 0.262 -4.882
C -1.608 2.449 0.963
C 2.610 -2.532 0.665
C -1.893 4.075 2.670
C -0.545 0.497 -0.264
C 1.679 -2.566 -0.602
C -0.846 -1.833 0.753
C -2.866 6.734 5.599
C 4.061 -3.006 0.392
C -0.600 4.600 0.698
C 1.731 5.070 -0.223
C -7.114 -4.535 7.412
C 6.060 1.475 -14.017
H -0.386 -1.638 4.204
H -9.939 -7.607 1.228
H -0.938 5.922 2.358
H 4.227 -3.912 0.982
H 2.250 -2.746 -1.517
H -0.720 -0.273 2.239
H 1.800 -2.887 -7.058
H -4.927 -4.722 3.001
H 4.491 -1.904 2.809
H 6.716 2.313 -14.215
H 0.908 -3.330 -0.493
H 1.789 1.981 -11.570
H 4.093 -7.691 3.581
H 4.368 -0.334 1.952
H 6.755 -0.176 4.465
H 5.051 -0.118 4.078
H -4.773 9.694 9.889
H -3.141 7.310 6.476
H 2.116 -3.180 1.404
H 4.418 -5.631 -5.010
H 6.161 1.089 3.361
H 2.361 5.874 -0.621
H -7.111 -4.265 6.362
H -7.877 7.780 2.473
H 3.117 2.807 0.228
H -0.171 5.719 -1.098
H 0.861 -1.825 2.937
H 0.296 6.504 0.453
H 1.862 1.785 -2.279
H 2.566 -1.528 1.103
H 6.098 -2.508 0.786
H 2.705 -0.621 -1.999
H -0.221 -2.717 0.860
H -1.691 -9.189 -3.233
H 3.461 8.297 2.208
H 4.160 -3.252 -0.673
H -0.375 -3.138 3.229
H 5.304 -1.237 -0.097
H 1.821 4.246 -0.944
H -2.716 2.081 2.745
H 5.197 1.102 -5.080
H -2.305 4.324 3.646

---

91
Properties=species:S:1:pos:R:3 method="wB97M-V/def2-TZVPD" energy_ev=-123771.0641 multiplicity=1 total_charge=-1 homo_ev="-4.54 / -4.54" orbital_gap_ev="6.60 / 6.60"
Te -2.012 -1.601 -1.397
Cu -0.146 2.584 3.133
S -1.316 6.509 6.035
S -1.912 3.733 5.052
O 0.254 0.928 3.856
N 2.368 2.460 2.725
N 1.059 3.970 4.461
N 0.515 5.073 5.071
N -0.817 1.180 1.983
C 1.306 4.741 -1.697
C 0.008 -2.354 -1.445
C -1.785 -1.754 -4.507
C -0.108 3.314 -0.405
C 0.592 3.548 -1.583
C 1.375 -2.956 2.553
C 4.002 -4.122 -0.846
C 0.876 -0.014 -0.940
C -2.209 -2.108 -5.828
C -0.832 4.008 1.901
C -0.328 0.350 2.850
C 4.860 1.361 3.277
C -0.110 4.223 0.643
C 4.161 0.978 2.142
C 1.138 -1.656 2.892
C 2.320 3.824 4.588
C 1.459 -4.207 -1.255
C 1.102 -1.500 -1.158
C -0.913 -3.247 1.817
C -2.541 -2.173 -3.420
C -3.670 -2.985 -3.674
C -0.159 -1.157 2.628
C 1.298 5.652 -0.698
C -3.308 -2.865 -6.067
C 0.334 -3.739 2.074
C 2.409 -2.066 -1.099
C 2.879 1.552 1.922
C -3.132 6.448 5.793
C -0.517 -0.977 -4.373
C 3.028 2.825 3.799
C 4.230 2.184 4.152
C -0.907 -4.735 -1.641
C 2.608 -3.460 -1.109
C -3.698 -3.215 -7.497
C -4.578 -3.473 -2.578
C -1.167 -1.925 2.121
C 0.594 5.393 0.454
C -0.807 4.993 5.324
C 0.164 -3.706 -1.471
C -4.044 -3.292 -4.974
H 4.017 -5.070 -1.290
H 1.762 6.611 -0.967
H 4.584 2.438 5.179
H -0.610 -0.153 -3.637
H 0.581 0.164 0.106
H 3.209 -1.338 -0.882
H -1.303 -4.641 -2.714
H 2.855 4.373 5.354
H -1.668 -3.832 1.314
H -4.898 -3.949 -5.187
H 0.560 2.889 -2.423
H -0.797 4.946 2.469
H 4.687 0.405 1.369
H -3.650 7.307 6.285
H -4.026 -3.848 -1.732
H 5.851 0.922 3.483
H 0.632 6.148 1.283
H -3.880 -2.296 -8.110
H 0.392 -1.556 -4.068
H 0.548 -4.822 1.986
H -0.560 2.311 -0.222
H -0.301 -0.586 -5.325
H -1.695 -4.476 -0.946
H -1.903 3.804 1.762
H 2.348 -3.427 2.647
H 4.731 -3.393 -1.334
H -3.346 6.398 4.725
H 0.039 0.348 -1.527
H 4.100 -4.236 0.237
H -5.056 -4.397 -2.914
H -3.426 5.534 6.314
H 1.660 -5.304 -1.341
H -5.292 -2.790 -2.111
H -0.643 -5.793 -1.477
H 2.213 1.273 1.026
H 1.843 4.963 -2.672
H -2.164 -1.550 1.995
H -1.546 -1.855 -6.696
H 1.910 -1.070 3.257
H 1.748 0.552 -1.254
H -4.597 -3.794 -7.612
H -2.831 -3.753 -7.937

---

100
Properties=species:S:1:pos:R:3 method="wB97M-V/def2-TZVPD" energy_ev=-143709.5469 multiplicity=6 de_lowest_kj_mol=61.5 homo_ev="-7.09 / -7.09" orbital_gap_ev="6.36 / 6.36"
Dy -0.566 -0.552 0.252
S 6.258 0.528 -3.655
S 0.016 1.664 -1.335
S -0.831 1.308 2.327
S -2.496 3.959 -1.018
P -1.457 2.777 -2.179
Si 0.447 2.137 5.327
O -3.924 -3.170 -0.521
N -1.491 -1.709 2.581
N 3.087 -3.865 3.126
N -1.245 -1.414 -2.051
N 4.962 -1.204 -5.090
N 3.247 -6.015 2.299
N 1.283 -0.144 1.900
N 1.915 -0.856 -1.028
N -2.802 -1.295 0.216
N 0.385 -2.764 0.595
N 1.728 -4.634 1.369
C 4.972 -0.449 -3.978
C 2.485 0.410 4.328
C -3.875 1.037 -5.017
C 2.488 -0.634 2.189
C -3.391 -1.207 3.933
C 3.161 -1.776 -2.859
C 0.391 3.074 -4.305
C -0.746 -1.155 -3.259
C -2.789 -1.420 2.690
C -3.474 0.895 -2.283
C -1.302 -1.687 4.965
C 0.696 1.311 7.041
C -0.783 -1.861 3.697
C 0.921 5.190 -5.315
C 0.668 0.658 2.812
C 2.195 -1.848 -1.870
C 3.576 0.462 -2.140
C 3.874 -0.583 -3.016
C -1.387 2.607 5.192
C 2.614 0.276 -1.161
C -2.637 -1.324 5.081
C 0.006 5.814 -4.485
C 1.051 -3.603 1.043
C -3.096 -2.264 -0.649
C -0.538 3.699 -3.481
C -1.338 -1.571 -4.437
C -2.837 1.746 -4.440
C 2.662 -4.803 2.257
C -2.636 1.679 -3.069
C 1.521 3.713 5.232
C -3.024 -2.604 -3.116
C -0.721 5.071 -3.571
C -2.392 -2.100 -1.982
C -4.514 0.196 -2.864
C -4.722 0.272 -4.233
C 1.109 3.820 -5.222
C 1.246 0.953 4.070
C -3.603 -1.334 1.430
C -2.500 -2.326 -4.362
C 3.133 -0.391 3.382
H 4.169 -1.762 -5.355
H -1.556 3.240 4.329
H 2.412 1.057 -0.438
H 3.838 -4.061 3.767
H -4.435 -0.939 3.985
H 1.723 0.999 7.207
H 0.164 -0.567 -3.269
H 1.199 4.461 5.949
H 3.378 -2.647 -3.460
H -4.034 1.094 -6.084
H -1.434 5.545 -2.908
H 0.446 2.019 7.824
H -0.137 6.882 -4.544
H -5.170 -0.403 -2.250
H 3.949 -6.254 2.974
H 2.899 -6.726 1.682
H 1.495 5.765 -6.027
H -0.684 -1.816 5.839
H 0.062 0.439 7.171
H -4.240 -0.438 1.473
H 0.559 2.008 -4.220
H -0.910 -1.305 -5.390
H -5.549 -0.255 -4.686
H -2.029 1.739 5.086
H 2.715 -2.925 3.104
H -3.315 0.849 -1.207
H 1.625 -2.759 -1.729
H 2.567 3.493 5.427
H -2.187 2.355 -5.053
H -4.259 -2.221 1.382
H 2.987 0.625 5.260
H 1.451 4.152 4.242
H 2.949 -1.224 1.399
H 4.126 -0.772 3.556
H 0.259 -2.135 3.566
H -3.927 -3.179 -2.982
H 4.101 1.400 -2.237
H -1.697 3.154 6.079
H -2.988 -2.669 -5.262
H 1.828 3.333 -5.867
H 5.739 -1.124 -5.725
H -3.071 -1.131 6.051